The following is a DFT calculation (ωB97M-V with the def2-TZVPD basis set) of a molecular structure, C41H35BrCl2IN8O5SiY.

Last column: Mulliken charge in e.
Cartesian coordinates (Å):
O (3.53367, 1.61982, 3.74198)  -0.800
C (-1.38568, -3.63405, 1.69671)  -0.263
C (-3.48342, -1.72945, -1.49339)  -0.173
C (0.29506, 2.43586, -2.85115)  -0.626
H (-5.10073, 4.45713, 0.12574)  0.398
C (-0.69102, -0.54857, 5.78354)  -0.107
H (-3.91895, 4.01093, -2.06941)  0.458
N (-4.82151, -1.82864, -1.53536)  -0.764
N (-1.94706, 2.16228, -0.02505)  0.335
C (-4.15443, 0.01716, -4.61329)  -0.845
C (-1.29662, -0.02640, 4.64556)  -0.394
N (0.66090, 1.46697, -1.96312)  0.861
C (0.69349, -0.38278, 5.95923)  0.201
C (-0.82913, -2.47137, 1.17077)  -0.349
H (0.12570, 3.43342, -2.43331)  0.563
H (-2.04247, -1.26078, -2.92991)  0.154
C (-4.24363, 3.76145, 0.07591)  -0.457
H (5.08590, 2.93685, 2.55441)  0.487
H (4.63818, 4.25337, -1.51858)  0.383
O (-3.13335, 1.52551, 3.26476)  -0.761
C (-0.54659, 0.56417, 3.61777)  -0.241
H (-7.53925, -0.10822, -4.88961)  0.345
C (4.51738, 2.99473, 1.62543)  -0.685
N (2.45943, 2.64652, 0.47921)  0.024
C (4.44729, -3.61503, 0.15988)  -0.969
H (-5.60698, 0.65317, -6.11549)  0.370
H (0.59603, -2.83946, 3.52220)  0.424
C (5.25759, -0.88697, -1.27784)  -1.132
H (-1.76986, -0.11966, -0.80017)  -0.564
I (0.71429, -3.47425, -2.28406)  -0.500
C (-5.44285, 0.15537, -5.14586)  -0.512
H (0.26281, 0.72430, -5.75271)  0.456
C (3.23098, 2.45534, 1.59400)  0.393
O (-1.03665, -0.59133, -0.31957)  1.628
N (-1.00513, 0.99770, 2.42057)  0.732
C (1.88529, -0.52095, -0.40051)  -0.619
C (-2.56222, -4.14235, 1.19610)  -0.603
C (-2.46572, 2.75856, -1.13426)  -0.243
H (6.33215, -1.10810, -1.29493)  0.412
C (-4.02868, -0.66412, -3.39740)  0.531
H (5.44628, -3.98766, -0.03514)  0.408
N (-2.93392, -0.97083, -2.54318)  0.076
H (2.36425, 3.52275, -1.44653)  0.245
C (-6.55502, -0.35007, -4.45747)  -0.435
C (0.86096, 0.68185, 3.77947)  -0.099
H (-0.46738, 2.96418, -4.78143)  0.466
C (-3.27143, -3.45896, 0.25987)  -1.119
H (5.37852, -0.06402, 1.70547)  0.199
C (-1.52360, -1.80892, 0.11823)  -0.125
H (1.99563, -2.01562, 2.77692)  -0.118
Br (-3.06904, -5.85621, 1.75760)  -0.212
C (5.05317, 3.67658, 0.54367)  -0.521
C (1.04981, 0.28979, -2.50152)  -0.053
H (4.55027, -1.35578, 2.59991)  0.279
C (-5.17640, -1.21415, -2.70863)  0.440
H (6.02746, 4.11311, 0.57739)  0.503
H (2.45434, 0.55529, 5.15778)  0.652
H (-4.24491, -3.80086, -0.04925)  0.614
H (1.05398, -1.02136, -4.12858)  0.561
C (1.40101, 0.32654, 5.02340)  -1.220
C (2.75397, 1.70237, 2.77960)  0.275
C (-2.27680, 1.54870, 2.35966)  0.565
H (6.16367, -1.62490, 1.91019)  0.483
C (-3.78929, 3.07345, 1.20675)  -0.889
O (2.78673, -1.30116, 0.13265)  -0.737
Y (0.38128, 1.38329, 0.41986)  0.506
H (4.12774, -3.94813, 1.16166)  0.244
O (0.29501, -1.85526, 1.67968)  1.053
Cl (1.57329, -1.12593, 7.24469)  -0.232
C (1.12061, -2.65317, 2.56627)  -1.026
C (-2.73511, -2.35091, -0.40004)  1.314
C (4.27201, 3.78907, -0.57930)  -0.857
H (3.75929, -4.04349, -0.61123)  0.244
N (1.49451, 1.19210, 2.68305)  0.456
Cl (-1.62823, -1.45689, 6.91849)  -0.238
C (-2.67242, 2.27077, 1.12152)  -0.015
C (0.33110, 0.95648, -4.69004)  -0.554
C (-3.60457, 3.54292, -1.13113)  -1.105
H (-1.96940, 2.56498, -2.06156)  0.620
Si (4.44378, -1.74387, 0.16489)  0.628
H (-3.28267, 0.43721, -5.12131)  0.416
H (1.56553, -1.97430, -2.02518)  0.086
H (-0.87946, -4.17012, 2.48945)  0.620
H (1.41593, -3.61434, 2.08663)  0.438
H (-4.34323, 3.09167, 2.14297)  0.547
H (5.14344, 0.18966, -1.24080)  0.304
N (1.63407, -0.63649, -1.63457)  0.983
H (-7.28197, -1.54961, -2.77769)  0.424
C (0.02738, 2.20404, -4.17562)  -0.905
C (-6.43363, -1.06601, -3.26924)  -0.743
C (0.85956, -0.00432, -3.84594)  -1.039
H (-2.37398, -0.07438, 4.54388)  0.555
C (5.20270, -1.13843, 1.73738)  -0.922
H (4.84882, -1.22178, -2.25241)  0.295
C (2.99216, 3.30302, -0.57001)  0.119

charge	0
relative energy (zero: lowest compared OMol25 entry of this formula, charge and spin)	0.0	kJ/mol
Kohn-Sham gap	5.8478	eV
2S+1	1
HOMO	-6.83	eV
F_max	4.95	eV Å⁻¹